# 1
A 3-piece molecular cluster, C44H41N3O6P overall in a non-equilibrium geometry. Source: the Open Molecules 2025 dataset; level of theory: wB97M-V/def2-TZVPD.

ORCA input file:
```
! RIJCOSX wB97M-V def2-TZVPD def2/J DEFGRID3
* xyz -1 1
C -1.850 -2.634 2.969
C -2.958 -2.295 2.135
C -4.318 -1.707 1.434
P -4.075 -0.030 0.514
N -2.443 -0.636 0.037
C -5.867 0.438 1.029
C -6.022 0.936 2.583
C -3.885 1.544 -0.606
C -4.189 1.248 -2.198
C -3.306 2.229 -3.225
N -1.814 2.140 -2.989
C -1.038 3.233 -3.688
C -1.337 4.753 -3.151
C -2.226 5.172 -1.838
C -2.550 6.718 -1.345
C -1.899 7.924 -2.290
C -0.955 7.547 -3.594
C -0.661 5.991 -4.041
O 0.184 5.630 -5.207
N -3.460 0.805 1.963
C -2.099 0.986 1.932
O -0.816 1.390 1.859
H -0.961 -2.882 3.699
H -4.643 -2.515 0.618
H -5.178 -1.698 2.229
H -4.660 -0.680 -0.657
H -2.660 -1.511 -0.528
H -1.999 0.003 -0.678
H -6.383 1.225 0.334
H -6.512 -0.561 0.924
H -7.194 0.964 2.806
H -5.645 2.036 2.788
H -5.593 0.151 3.374
H -4.648 2.399 -0.272
H -2.822 2.028 -0.551
H -3.962 0.154 -2.545
H -5.320 1.579 -2.379
H -3.495 1.762 -4.308
H -3.740 3.315 -3.268
H -1.525 1.193 -3.362
H 0.114 3.020 -3.456
H -1.162 3.077 -4.842
H -2.724 4.315 -1.176
H -3.230 6.974 -0.398
H -2.107 9.045 -2.019
H -0.476 8.387 -4.285
H 1.105 5.410 -4.827
C 1.217 -10.994 -0.013
C 2.282 -10.681 0.832
C 2.559 -9.348 1.140
C 1.778 -8.324 0.592
C 0.729 -8.636 -0.272
C 0.441 -9.975 -0.567
C -0.070 -7.562 -0.896
O -0.994 -7.835 -1.652
C 0.264 -6.154 -0.601
C -0.448 -5.125 -1.230
C -0.147 -3.791 -0.947
C 0.858 -3.482 -0.031
C 1.573 -4.505 0.593
C 1.282 -5.844 0.300
C 2.068 -6.918 0.938
O 2.954 -6.647 1.740
H 0.995 -12.033 -0.246
H 2.895 -11.475 1.254
H 3.389 -9.111 1.805
H -0.385 -10.227 -1.230
H -1.236 -5.358 -1.945
H -0.698 -2.994 -1.441
H 1.088 -2.443 0.195
H 2.359 -4.256 1.304
C 8.268 3.854 3.271
C 7.578 3.323 4.361
C 6.264 2.879 4.207
C 5.632 2.978 2.962
C 6.313 3.531 1.878
C 7.638 3.960 2.030
C 5.640 3.686 0.573
O 6.238 4.169 -0.381
C 4.233 3.258 0.435
C 3.565 3.452 -0.781
C 2.239 3.039 -0.924
C 1.581 2.424 0.141
C 2.242 2.234 1.355
C 3.568 2.661 1.505
C 4.248 2.489 2.804
O 3.669 1.953 3.742
H 9.295 4.191 3.389
H 8.065 3.252 5.332
H 5.734 2.461 5.062
H 8.180 4.380 1.186
H 4.072 3.929 -1.618
H 1.720 3.195 -1.868
H 0.550 2.095 0.027
H 1.721 1.758 2.183
*
```

Molecular weight ... 738.801 g/mol
E_tot ... -2657.7587 Eh
Orbital gap ... 5.449 eV
E_HOMO ... -4.80 eV

***

# 2
C44H42As2N4O3PdS as an isolated structure. Source: the Open Molecules 2025 dataset; level of theory: wB97M-V/def2-TZVPD.

ORCA input file:
```
! RIJCOSX wB97M-V def2-TZVPD def2/J DEFGRID3
* xyz 2 1
Pd 0.489 -0.523 -0.272
O -3.214 3.998 -0.136
C -3.140 3.837 -1.463
C -3.656 4.886 -2.230
C -3.625 4.831 -3.603
C -3.074 3.726 -4.271
C -2.554 2.701 -3.532
C -2.572 2.721 -2.118
C -1.934 1.592 -1.470
O -1.303 0.729 -2.032
N -2.137 1.550 -0.002
N -1.587 0.608 0.591
C -1.912 0.612 1.958
C -1.592 -0.363 2.836
C -2.046 -0.182 4.206
C -1.855 -1.128 5.137
C -1.192 -2.374 4.794
C -0.739 -2.616 3.555
C -0.877 -1.637 2.495
O -0.437 -1.889 1.381
H -2.936 3.180 0.300
H -4.081 5.732 -1.706
H -4.038 5.653 -4.176
H -3.064 3.689 -5.352
H -2.108 1.841 -4.018
H -2.499 1.466 2.285
H -2.553 0.744 4.451
H -2.202 -0.982 6.151
H -1.068 -3.120 5.569
H -0.241 -3.539 3.287
C 0.340 -1.646 -3.588
C 1.818 -1.330 -3.457
As 2.052 -0.068 -1.982
C 1.544 1.653 -2.680
C 1.335 2.705 -1.790
C 0.918 3.939 -2.266
C 0.700 4.124 -3.626
C 0.911 3.077 -4.511
C 1.337 1.841 -4.041
C 3.961 -0.024 -1.744
C 4.653 1.181 -1.763
C 6.036 1.177 -1.631
C 6.722 -0.021 -1.478
C 6.028 -1.225 -1.455
C 4.646 -1.230 -1.589
As -0.261 -2.173 -1.811
C 0.669 -3.820 -1.487
C 1.700 -3.866 -0.553
C 2.414 -5.043 -0.370
C 2.095 -6.170 -1.116
C 1.059 -6.127 -2.040
C 0.342 -4.954 -2.226
C -2.120 -2.600 -1.917
C -2.640 -3.608 -1.113
C -3.995 -3.895 -1.169
C -4.825 -3.171 -2.015
C -4.304 -2.155 -2.806
C -2.950 -1.862 -2.756
H 0.133 -2.445 -4.294
H -0.228 -0.762 -3.873
H 2.252 -0.901 -4.354
H 2.397 -2.215 -3.202
H 1.485 2.563 -0.729
H 0.758 4.758 -1.574
H 0.369 5.087 -3.995
H 0.746 3.221 -5.572
H 1.493 1.036 -4.749
H 4.126 2.118 -1.892
H 6.579 2.114 -1.659
H 7.801 -0.018 -1.385
H 6.563 -2.161 -1.348
H 4.112 -2.174 -1.572
H 1.923 -2.998 0.046
H 3.212 -5.083 0.362
H 2.649 -7.088 -0.970
H 0.806 -7.008 -2.616
H -0.470 -4.930 -2.945
H -1.993 -4.175 -0.455
H -4.403 -4.687 -0.554
H -5.882 -3.402 -2.059
H -4.953 -1.593 -3.464
H -2.552 -1.063 -3.367
C 2.803 2.242 3.887
N 3.444 1.254 3.038
C 4.780 0.738 3.368
C 5.111 -0.141 2.158
N 3.791 -0.296 1.534
C 2.930 0.620 1.991
S 1.373 0.961 1.378
H 2.756 1.871 4.912
H 1.798 2.436 3.528
H 3.375 3.169 3.872
H 4.734 0.167 4.298
H 5.482 1.559 3.500
H 5.523 -1.103 2.445
H 5.801 0.349 1.470
H 3.695 -0.654 0.604
*
```

Molecular weight ... 963.176 g/mol
E_tot ... -7143.7648 Eh
Orbital gap ... 5.863 eV
E_HOMO ... -12.97 eV